Entry 1:
Computed, not measured: one molecule with the formula C3H5NS2, with the ωB97M-V functional and the def2-TZVPD basis.

The geometry in XYZ format:
```
11
Properties=species:S:1:pos:R:3:lowdin_charge:R:1
C 2.26989 -0.86692 -0.34135 -0.176
N 1.06167 -0.59209 -0.14717 -0.364
S 0.53674 0.94923 -0.64148 0.864
C -0.98557 1.01021 0.29968 -0.599
C -1.77490 -0.27607 0.23899 -0.761
S -3.09437 -0.33063 -0.61272 0.739
H 3.03756 -0.16442 -0.69040 0.064
H 2.62756 -1.88045 -0.13463 0.070
H -1.59129 1.82744 -0.10819 0.054
H -0.79365 1.34787 1.34376 0.083
H -1.29365 -1.02417 0.79350 0.027
```

As for the lowest unoccupied orbital energy: -0.22 eV. As for the maximum force: 0.048 hartree/bohr. The calculation puts the relative energy (zero: lowest compared OMol25 entry of this formula, charge and spin) at 48.8 kcal/mol.


Entry 2:
Computed, not measured: a 2-piece molecular cluster, C3H7NO2 overall, with the ωB97M-V functional and the def2-TZVPD basis.

The geometry in XYZ format:
```
13
Properties=species:S:1:pos:R:3:lowdin_charge:R:1
H -0.55724 -1.24242 -1.81137 0.073
N -0.29655 -1.67598 -0.92987 0.134
C -0.42657 -0.98431 0.08836 -0.225
O -1.60456 0.14189 0.29040 -0.225
O -2.23902 0.37924 -0.97592 -0.062
H -0.24674 -1.32472 1.10056 0.124
H -3.16726 0.41518 -0.71578 0.096
C 1.01035 0.76200 -0.02044 -0.129
C 1.85824 0.64060 0.99550 -0.055
H 1.34839 0.70717 -1.04738 0.071
H -0.10322 1.08080 0.15005 0.091
H 1.53108 0.73132 2.02575 0.057
H 2.89309 0.36923 0.85016 0.050
```

As for the lowest unoccupied orbital energy: 0.59 eV. As for the maximum force: 0.081 hartree/bohr. The calculation puts the relative energy (zero: lowest compared OMol25 entry of this formula, charge and spin) at 159.1 kcal/mol.


Entry 3:
Computed, not measured: C9H18Cl2InN2O as an isolated structure, with the ωB97M-V functional and the def2-TZVPD basis.

The geometry in XYZ format:
```
33
Properties=species:S:1:pos:R:3:lowdin_charge:R:1
In 2.75465 0.01947 -0.61125 0.182
Cl 1.55754 -2.05042 -0.11023 0.001
Cl 2.38219 1.89746 0.91732 -0.021
C 4.74977 -0.56458 -0.74225 -0.333
H 5.66893 0.06221 -0.72380 -0.116
H 4.91742 -1.46894 -1.39627 -0.111
C -0.99496 1.67677 -1.03742 -0.133
C 0.10630 1.14466 -1.46237 -0.197
H -0.95515 2.59063 -0.44532 0.112
C 0.14522 -0.07619 -2.37091 -0.264
H 1.03156 1.67095 -1.19859 -0.003
C -1.08057 -0.10973 -3.25445 -0.223
H 1.07711 -0.10146 -2.95629 0.085
H 0.16689 -1.03271 -1.79617 0.029
C -2.34440 -0.01285 -2.41641 -0.192
H -1.03666 0.68030 -4.00054 0.107
H -1.07725 -1.03331 -3.82272 0.101
C -2.31765 1.05306 -1.28435 -0.181
H -3.21595 0.08823 -3.06667 0.096
H -2.48342 -0.97694 -1.91836 0.105
H -3.05648 1.81640 -1.50318 0.093
H -2.64802 0.52558 -0.37993 0.105
C -1.92677 -0.51913 3.51737 -0.103
N -0.52805 -0.78841 3.59895 -0.024
C 0.35397 -0.41875 2.60616 -0.639
N 1.65945 -0.68045 2.98076 0.131
O -0.00965 0.03272 1.51896 -0.059
H -2.17771 -0.26009 2.48255 0.078
H -2.20244 0.32228 4.16845 0.075
H -2.49668 -1.40309 3.82238 0.074
H -0.15706 -1.20907 4.43951 0.122
H 2.34954 -0.12935 2.46928 0.022
H 1.78829 -0.74523 3.97580 0.080
```

As for the lowest unoccupied orbital energy (spin up / spin down): 2.95 / 2.93 eV. Its charge is -1. As for the maximum force: 0.047 hartree/bohr. The calculation puts the relative energy (zero: lowest compared OMol25 entry of this formula, charge and spin) at 28.5 kcal/mol.